Computed, not measured: a structure of composition C28H40Cl3N2OSbSi3Sn, with the ωB97M-V functional and the def2-TZVPD basis.

The geometry in XYZ format:
```
79
Properties=species:S:1:pos:R:3
Sn 0.59 -0.76 -0.12
Cl 5.05 0.55 5.59
C 3.76 0.23 4.50
C 3.96 0.37 3.14
C 2.90 0.11 2.29
Cl 3.13 0.27 0.57
C 1.64 -0.31 2.73
O 0.61 -0.55 1.90
C 1.49 -0.44 4.12
Cl -0.03 -0.96 4.74
C 2.53 -0.18 4.99
H 4.92 0.68 2.75
H 2.38 -0.30 6.05
C -4.44 1.65 -1.69
Sb -2.43 1.63 -0.99
C -1.81 -0.24 -0.07
C -2.38 0.24 1.20
C -2.41 -0.37 2.45
C -2.96 0.32 3.51
C -3.48 1.62 3.34
C -3.43 2.18 2.09
N -2.90 1.49 1.07
Si -2.55 -1.84 -0.80
C -2.00 -3.21 0.36
C -1.72 -2.03 -2.47
C -4.40 -1.78 -1.01
C -1.31 3.26 -1.89
C -0.22 3.40 -0.86
C 0.87 4.25 -0.97
C 1.82 4.26 0.04
C 1.66 3.42 1.14
C 0.54 2.63 1.19
N -0.37 2.61 0.20
Si -0.59 2.57 -3.55
C 0.70 1.30 -3.05
C 0.16 3.90 -4.60
C -1.95 1.68 -4.49
Si -2.39 4.87 -1.99
C -3.23 4.99 -0.32
C -3.62 4.69 -3.38
C -1.30 6.35 -2.26
H -5.02 0.97 -1.07
H -4.47 1.33 -2.72
H -4.83 2.66 -1.61
H -2.00 -1.36 2.58
H -2.98 -0.13 4.49
H -3.89 2.16 4.17
H -3.81 3.17 1.88
H -1.18 -2.91 1.02
H -1.66 -4.08 -0.21
H -2.82 -3.55 1.00
H -0.67 -2.32 -2.38
H -1.75 -1.10 -3.05
H -2.21 -2.80 -3.06
H -4.90 -1.31 -0.16
H -4.80 -2.80 -1.09
H -4.69 -1.25 -1.92
H 0.98 4.89 -1.84
H 2.69 4.90 -0.04
H 2.39 3.40 1.94
H 0.33 1.98 2.04
H 1.33 1.65 -2.23
H 1.36 1.08 -3.90
H 0.23 0.36 -2.76
H 1.06 4.34 -4.16
H -0.54 4.70 -4.84
H 0.47 3.44 -5.55
H -2.50 0.95 -3.89
H -1.50 1.13 -5.32
H -2.67 2.38 -4.92
H -4.06 4.28 -0.21
H -3.66 5.99 -0.19
H -2.53 4.83 0.50
H -4.11 3.71 -3.42
H -3.14 4.86 -4.35
H -4.40 5.44 -3.26
H -0.74 6.62 -1.36
H -1.93 7.20 -2.51
H -0.59 6.22 -3.07
```

Values from the calculation:
HOMO-LUMO gap	0.2586	Eh
HOMO level	-13.22	eV
energy relative to the best compared isomer or geometry (same formula, charge and spin)	0.0000	eV
DFT total energy	-3978.87698	hartree
net charge	+2